Record 1
{"formula": "C3H15NO3", "method": "wB97M-V/def2-TZVPD", "symbols": ["C", "N", "C", "C", "H", "H", "H", "H", "H", "H", "H", "H", "H", "O", "H", "H", "O", "H", "H", "O", "H", "H"], "xyz": [[-1.130, 0.953, -0.396], [-1.044, -0.508, -0.510], [-2.389, -1.035, -0.723], [-0.020, -0.923, -1.446], [-1.490, 1.156, 0.614], [-1.721, 1.425, -1.186], [-0.115, 1.356, -0.416], [-2.442, -2.086, -0.423], [-3.055, -0.504, -0.055], [-2.782, -0.935, -1.745], [-0.013, -2.016, -1.515], [0.936, -0.497, -1.136], [-0.102, -0.531, -2.476], [2.494, 1.655, -0.625], [3.390, 1.994, -0.711], [2.433, 1.476, 0.337], [0.479, -1.006, 1.961], [-0.284, -1.185, 2.518], [0.145, -1.137, 1.051], [2.486, 0.911, 2.008], [1.895, 0.128, 1.992], [2.327, 1.309, 2.884]], "atomic_forces_ev_per_a": [[1.0094, -0.4733, 0.6273], [-0.4102, 0.5319, -0.1503], [0.3428, -0.5653, 0.1459], [0.0225, -0.0039, -0.6530], [-0.4603, 0.3615, -0.2281], [-0.1349, 0.0101, 0.0592], [-0.0477, 0.0921, -0.1907], [0.0795, -0.0271, -0.2357], [-0.2236, 0.1529, 0.1092], [0.2059, 0.0996, -0.0098], [0.2711, 0.1735, 0.1109], [0.1230, -0.4102, 0.2973], [-0.5682, -0.0430, 0.0447], [0.0375, 0.0039, 0.2678], [-0.0287, -0.0045, -0.1862], [-0.0261, 0.0734, -0.2272], [0.0377, -0.3435, -0.1450], [0.0807, 0.0605, 0.0350], [-0.2773, 0.3212, 0.1107], [-0.2063, -0.0762, 0.8196], [0.0447, 0.2742, 0.1155], [0.1286, -0.2079, -0.7172]], "lowdin_charge": [-0.094, -0.360, -0.109, -0.114, 0.084, 0.088, 0.069, 0.081, 0.074, 0.086, 0.089, 0.069, 0.089, -0.091, 0.030, -0.017, -0.059, 0.057, 0.027, -0.078, 0.011, 0.067], "orbital_gap_ev": 9.57, "e_tot_ha": -403.75667, "lumo_energy_ev": 0.70, "homo_energy_ev": -8.8631, "e_above_lowest_kj_mol": 80.29}

Record 2
{"formula": "C4H7NO2", "method": "wB97M-V/def2-TZVPD", "symbols": ["C", "C", "C", "C", "O", "O", "N", "H", "H", "H", "H", "H", "H", "H"], "xyz": [[-0.820, 1.229, -0.749], [0.720, -0.630, 0.134], [-0.501, 0.238, 0.312], [0.989, -1.622, 0.980], [1.499, -0.251, -0.922], [-1.094, 0.838, -2.003], [-0.849, 0.868, 1.485], [2.217, -0.885, -1.035], [-1.728, 1.436, -2.421], [-0.033, 0.906, 2.094], [-1.088, 2.254, -0.498], [-1.460, -0.274, -0.014], [1.836, -2.283, 0.842], [0.311, -1.825, 1.795]], "atomic_forces_ev_per_a": [[0.9381, 1.1999, -0.7441], [0.1660, -0.0025, 0.3709], [-1.0512, 0.4332, -1.4437], [-0.0588, -0.0138, -0.3278], [-0.2236, -0.1675, 0.0598], [-0.5161, -0.4012, -0.1926], [-0.1175, -0.3106, 1.3103], [-0.0390, 0.0281, 0.0670], [0.1596, -0.0390, 0.0423], [0.1055, 0.0797, 0.0960], [0.1148, -0.3062, 0.1894], [0.4930, -0.6086, 0.4915], [0.0808, 0.1245, 0.0971], [-0.0518, -0.0160, -0.0161]], "lowdin_charge": [-0.120, -0.357, -0.456, 0.059, 0.053, 0.032, 0.088, 0.112, 0.113, 0.041, 0.121, 0.190, 0.060, 0.064], "orbital_gap_ev": [6.94, 9.25], "e_tot_ha": -361.67528, "lumo_energy_ev": [-0.17, 0.58], "homo_energy_ev": [-7.1091, -8.6759], "e_above_lowest_kj_mol": 539.75}

Record 3
{"formula": "C6H9N", "method": "wB97M-V/def2-TZVPD", "symbols": ["C", "N", "C", "C", "C", "C", "C", "H", "H", "H", "H", "H", "H", "H", "H", "H"], "xyz": [[-1.533, 0.881, -1.071], [-1.097, 0.415, 0.226], [1.333, 0.517, 1.283], [0.457, -0.676, 1.585], [-0.238, -0.784, 0.195], [0.975, -0.620, -0.693], [1.847, 0.181, -0.037], [-0.716, 0.986, -1.808], [-2.272, 0.183, -1.476], [-2.013, 1.856, -0.949], [-0.552, 1.151, 0.688], [-0.275, -0.554, 2.389], [1.100, -1.539, 1.788], [-0.853, -1.668, -0.022], [1.076, -1.010, -1.705], [2.727, 0.647, -0.469]], "atomic_forces_ev_per_a": [[-0.1540, 0.0272, -0.1824], [0.0258, 0.0833, -0.0102], [0.3810, -0.4189, -0.0229], [0.0053, 0.1121, 0.1714], [0.0213, -0.0730, -0.0494], [0.0013, 0.1955, 0.0867], [0.0933, -0.0380, 0.0655], [-0.1284, 0.0003, 0.1176], [0.0599, 0.0831, -0.0526], [0.0031, -0.1635, -0.0838], [-0.3982, -0.1572, -0.1644], [0.1925, 0.0900, -0.0930], [-0.1148, 0.0307, -0.0439], [0.1610, 0.1548, 0.0970], [-0.1183, 0.2434, 0.1165], [-0.0308, -0.1695, 0.0478]], "lowdin_charge": [-0.130, -0.100, 0.047, -0.190, -0.340, -0.029, -0.139, 0.074, 0.081, 0.082, 0.081, 0.101, 0.121, 0.138, 0.110, 0.091], "orbital_gap_ev": [7.78, 7.78], "e_tot_ha": -288.60955, "lumo_energy_ev": [-0.59, -0.59], "homo_energy_ev": [-8.3697, -8.3686], "e_above_lowest_kj_mol": 452.87}

Record 4
{"formula": "CH3NO4S", "method": "wB97M-V/def2-TZVPD", "symbols": ["C", "N", "O", "O", "O", "O", "S", "H", "H", "H"], "xyz": [[0.542, -1.196, -0.659], [-1.439, -0.254, -0.016], [0.298, -2.287, -0.231], [1.890, 1.732, 0.347], [-0.400, 1.965, 1.310], [-0.176, -0.096, -0.621], [0.526, 2.180, 0.204], [1.477, -1.066, -1.258], [-1.294, 0.285, 0.939], [-1.424, -1.264, -0.015]], "atomic_forces_ev_per_a": [[2.6828, -1.2895, -1.3321], [-0.1611, 1.4944, 1.7196], [-1.0039, 0.2734, 0.4591], [-0.9319, 0.3452, 0.0370], [1.1853, 0.3318, -1.0498], [0.4144, 0.9397, -0.7571], [0.1513, -0.0453, 1.1935], [-0.5698, 0.5821, 0.4262], [-0.7026, -2.1656, -2.0920], [-1.0646, -0.4662, 1.3955]], "lowdin_charge": [-0.375, 0.075, 0.085, -0.411, -0.437, -0.214, 0.936, 0.162, 0.113, 0.067], "orbital_gap_ev": 9.35, "e_tot_ha": -793.72750, "lumo_energy_ev": -1.25, "homo_energy_ev": -10.6022, "e_above_lowest_kj_mol": 18.71}

Record 5
{"formula": "C4H24N2O10", "method": "wB97M-V/def2-TZVPD", "symbols": ["N", "C", "O", "C", "N", "C", "C", "O", "H", "H", "H", "H", "H", "H", "H", "H", "O", "H", "H", "O", "H", "H", "O", "H", "H", "O", "H", "H", "O", "H", "H", "O", "H", "H", "O", "H", "H", "O", "H", "H"], "xyz": [[-3.020, -0.388, -1.824], [-1.801, -0.813, -2.477], [-1.699, -0.661, -3.681], [-0.667, -1.114, -1.548], [0.623, -1.423, -2.051], [-0.497, 0.214, -0.748], [1.007, 0.440, -0.380], [1.338, 1.476, 0.263], [-3.795, -0.208, -2.477], [-3.122, -0.510, -0.831], [-1.000, -2.000, -0.867], [1.156, -2.031, -1.441], [0.594, -1.895, -2.929], [-0.857, 1.193, -1.230], [-1.093, 0.059, 0.189], [1.611, -0.453, -0.269], [-0.658, -2.177, 1.336], [-0.404, -1.543, 2.205], [0.188, -1.916, 0.853], [0.284, 3.984, -0.855], [-0.309, 3.551, -1.506], [0.700, 3.157, -0.495], [-2.013, 2.872, -0.290], [-2.893, 2.957, -0.631], [-1.699, 3.760, -0.130], [4.349, 0.917, 0.672], [5.051, 1.672, 0.520], [3.447, 1.238, 0.312], [-0.508, 1.561, 2.409], [0.336, 1.458, 2.147], [-0.987, 2.144, 1.783], [1.563, -1.880, 2.694], [2.076, -1.126, 2.413], [2.011, -2.445, 3.377], [2.953, -1.869, 0.279], [3.274, -2.727, 0.576], [3.639, -1.228, 0.217], [-3.218, -1.122, 1.213], [-3.646, -1.773, 1.653], [-2.315, -1.350, 1.549]], "atomic_forces_ev_per_a": [[2.0528, -0.9640, -1.9070], [-2.2588, 1.9351, -0.4889], [0.2555, -0.7780, 0.4409], [-0.9075, -0.6974, 2.3043], [0.9525, -0.4024, -1.5536], [0.6393, 0.8519, 0.3160], [-2.4058, 1.4435, 3.5632], [0.1508, -1.9212, -2.4091], [0.7060, -0.2237, 0.9283], [-0.4877, -0.2112, 0.1725], [0.0500, 1.8732, -0.8628], [-0.0991, 0.0710, 0.1479], [-0.1717, -0.2003, -0.8566], [0.2528, -1.8200, 0.4515], [0.8080, 0.8374, -0.4112], [0.5718, 0.1944, -0.5711], [2.5000, 3.3752, 2.6788], [-0.9738, -2.7858, -2.9189], [-1.5105, -0.9501, 0.6913], [0.1677, -1.4687, -0.4231], [0.3916, 0.6961, 0.2958], [-0.1815, 1.0248, 0.0773], [0.1377, -0.5008, 0.3304], [-0.8711, -0.0214, -0.1957], [0.3156, 0.4805, 0.0853], [0.1467, 2.3189, -1.1476], [-2.4624, -2.2231, 0.3059], [2.0173, -0.1880, 0.8917], [-5.2645, 0.6907, 1.4841], [4.4048, -0.1334, -1.7429], [0.6953, -0.6177, 0.3169], [-0.1810, -1.2019, 1.2852], [0.8403, -0.0244, 0.3013], [-0.3272, 1.3896, -1.0847], [-1.3957, -0.8940, -0.2186], [0.3226, 0.3436, 0.0191], [1.4073, 0.6119, 0.0428], [3.1252, 2.5898, -1.1930], [-3.0241, -3.1399, 1.8830], [-0.3892, 0.6397, -1.0286]], "lowdin_charge": [0.148, -0.462, 0.057, -0.344, 0.057, -0.092, -0.133, -0.042, 0.113, 0.044, 0.160, 0.069, 0.084, 0.127, 0.102, 0.065, -0.162, 0.146, 0.033, -0.093, 0.037, 0.016, -0.048, 0.047, 0.035, -0.142, 0.103, 0.040, -0.011, -0.065, 0.043, -0.071, 0.033, 0.091, -0.043, 0.068, 0.011, -0.028, -0.019, 0.021], "orbital_gap_ev": 9.55, "e_tot_ha": -1028.64989, "lumo_energy_ev": 0.04, "homo_energy_ev": -9.5048, "e_above_lowest_kj_mol": 405.02}

Record 6
{"formula": "CH9N2O", "method": "wB97M-V/def2-TZVPD", "symbols": ["O", "H", "H", "H", "N", "C", "N", "H", "H", "H", "H", "H", "H"], "xyz": [[1.547, -1.088, -2.348], [2.199, -1.703, -2.697], [-0.456, -0.956, -0.232], [1.297, -0.555, -3.112], [-0.832, -0.003, -0.277], [-0.831, 0.592, 1.122], [0.433, 0.253, 1.752], [-0.199, 0.530, -0.952], [-1.832, -0.036, -0.528], [-0.935, 1.672, 0.934], [-1.690, 0.204, 1.674], [0.255, 0.045, 2.735], [1.044, 1.046, 1.930]], "atomic_forces_ev_per_a": [[-0.3851, 0.3223, -0.0147], [0.0663, -0.0910, 0.1081], [0.0391, -0.0257, -0.1046], [0.1314, -0.1099, -0.0400], [0.2155, 0.2204, -0.1521], [1.4171, 1.0526, 0.1465], [-0.6308, 0.3592, 1.1189], [-1.2612, -0.8315, 0.9857], [0.6829, 0.0402, -0.7793], [-0.2493, -0.3363, 0.2849], [0.1677, -0.0456, -0.3014], [-0.2323, -0.8357, -0.2432], [0.0386, 0.2810, -1.0087]], "lowdin_charge": [-0.064, 0.051, 0.154, 0.041, 0.178, -0.215, 0.032, 0.189, 0.172, 0.136, 0.139, 0.094, 0.092], "orbital_gap_ev": 11.60, "total_charge": 1, "e_tot_ha": -227.99335, "lumo_energy_ev": -3.59, "homo_energy_ev": -15.1879, "e_above_lowest_kj_mol": 58.20}